No. 1
60
Properties=species:S:1:pos:R:3:lowdin_charge:R:1 method="wB97M-V/def2-TZVPD" de_lowest_kcal_mol=30.7 fmax_ha_per_bohr=0.012 multiplicity=1 charge=0 e_homo_ev=-8.40 e_lumo_ev=0.770
C 4.94699 1.06747 1.39506 -0.051
H 4.95826 1.86167 2.13817 0.087
H 5.95618 0.93364 1.01370 0.082
H 4.63363 0.14613 1.87943 0.075
C 3.99766 1.42456 0.25414 -0.355
C 4.40415 2.74361 -0.39433 -0.052
H 3.74104 3.00164 -1.21574 0.076
H 4.36798 3.54911 0.33548 0.090
H 5.41851 2.67043 -0.77896 0.082
H 4.03372 0.62561 -0.49705 0.145
C 2.54909 1.50607 0.78820 -0.195
C 1.58311 1.83346 -0.34033 -0.407
O 1.18202 2.96169 -0.55731 0.076
N 1.21077 0.76488 -1.09046 0.040
C 1.54578 -0.54355 -0.70021 -0.130
C 1.41347 -1.63630 -1.54573 0.002
C 1.66156 -2.91329 -1.07191 -0.085
C 2.03102 -3.11367 0.24575 -0.094
C 2.19747 -2.02992 1.08922 0.004
C 1.97740 -0.74612 0.61690 -0.209
O 2.16617 0.31505 1.45520 0.015
H 2.49743 -2.15576 2.11730 0.122
H 2.20613 -4.11133 0.61721 0.106
H 1.55300 -3.75324 -1.73984 0.109
H 1.10355 -1.50221 -2.56813 0.112
C 0.30736 0.97151 -2.20774 -0.019
H 0.81462 0.74345 -3.15086 0.141
C -0.93334 0.07585 -2.13642 -0.441
O -1.19477 -0.66058 -3.07275 0.047
N -1.68213 0.12654 -1.01715 0.004
C -1.42690 1.02176 0.09248 -0.094
H -0.98339 1.93805 -0.29799 0.112
H -0.74057 0.55902 0.81353 0.131
C -2.69391 1.41658 0.87353 -0.311
C -2.37734 2.57973 1.84201 -0.110
H -2.52554 2.28520 2.87821 0.113
C -3.34533 3.68796 1.41377 -0.144
H -2.90266 4.67930 1.46694 0.110
C -3.68494 3.27697 -0.01904 -0.194
H -4.65929 3.62689 -0.36064 0.123
O -3.72455 1.86670 0.01042 -0.102
H -2.91149 3.62883 -0.71671 0.123
H -4.24677 3.66658 2.02619 0.111
H -1.34351 2.90260 1.72116 0.110
H -3.07111 0.53993 1.40788 0.129
C -2.67711 -0.92321 -0.84568 -0.065
C -2.10799 -2.00100 0.04229 -0.240
N -1.94347 -1.69354 1.32348 0.122
C -1.39452 -2.58673 2.12654 -0.134
C -0.98390 -3.84078 1.70499 -0.073
C -1.15292 -4.16542 0.36845 -0.076
C -1.71802 -3.22953 -0.48056 -0.013
H -1.85389 -3.43733 -1.53013 0.118
H -0.84661 -5.13124 -0.00648 0.110
H -0.54514 -4.53914 2.40020 0.102
H -1.28321 -2.27575 3.15741 0.107
H -2.88986 -1.32437 -1.83789 0.124
H -3.58441 -0.49189 -0.42456 0.124
H 0.03714 2.03152 -2.21209 0.135
H 2.48148 2.29733 1.54156 0.173

---

No. 2
64
Properties=species:S:1:pos:R:3:lowdin_charge:R:1 method="wB97M-V/def2-TZVPD" de_lowest_kcal_mol=61.6 fmax_ha_per_bohr=0.021 multiplicity=1 charge=0 e_homo_ev=-7.96 e_lumo_ev=0.690
C 3.55606 -0.46198 5.25668 -0.054
C 2.87688 -0.22333 3.91503 -0.218
H 2.68538 0.84424 3.77363 0.102
H 3.48103 -0.61293 3.09311 0.126
O 1.63841 -0.92823 3.83682 -0.006
C 0.55077 -0.31517 4.30284 -0.465
O 0.53535 0.80780 4.72993 0.120
C -0.66433 -1.22499 4.21902 -0.140
C -1.03592 -1.45179 2.77129 -0.230
N -1.37875 -0.46689 2.05499 0.155
N -1.71757 -0.63124 0.73094 0.068
C -0.95200 -1.24088 -0.20050 -0.475
O 0.05591 -1.87864 0.03589 0.066
C -1.47412 -1.03314 -1.62984 -0.083
N -0.96292 0.21411 -2.16506 -0.137
S -1.57710 1.63301 -1.49509 0.743
O -1.64292 2.66512 -2.48229 -0.234
O -2.83613 1.27811 -0.87219 -0.295
C -0.47413 2.07552 -0.15238 -0.272
C 0.71707 1.41682 0.07107 -0.069
C 1.48809 1.77938 1.16355 -0.054
C 1.05532 2.77507 2.02389 -0.072
C -0.14724 3.42270 1.79206 -0.056
C -0.91682 3.07312 0.69540 -0.051
H -1.86121 3.55170 0.48895 0.120
H -0.48751 4.19162 2.46802 0.109
H 1.64858 3.04646 2.88392 0.106
H 2.42594 1.27467 1.33805 0.104
H 1.03971 0.63804 -0.59918 0.112
C -0.50227 0.29800 -3.48807 -0.183
C -1.01389 -0.49819 -4.50411 0.055
C -0.55910 -0.35135 -5.80994 -0.270
C 0.39437 0.62231 -6.09059 0.004
C 0.89847 1.42196 -5.08334 0.004
C 0.47580 1.26078 -3.77173 -0.226
O 0.96556 1.95917 -2.70184 -0.142
C 1.55761 3.21329 -2.95046 -0.062
H 2.53040 3.10886 -3.44265 0.093
H 1.69796 3.66940 -1.97117 0.096
H 0.89916 3.84233 -3.55444 0.106
H 1.63642 2.16845 -5.32864 0.111
H 0.72738 0.74184 -7.10848 0.120
O -0.99363 -1.09111 -6.86936 -0.084
C -1.98074 -2.06865 -6.64895 -0.090
H -2.16706 -2.52132 -7.62165 0.093
H -2.90909 -1.62665 -6.27307 0.096
H -1.63586 -2.84021 -5.95261 0.095
H -1.78466 -1.21231 -4.26531 0.107
H -2.57040 -1.04212 -1.63563 0.129
H -1.08290 -1.85258 -2.23510 0.138
H -2.36983 0.08551 0.40186 0.097
C -1.00662 -2.91707 2.46822 -0.116
C -1.17246 -3.56988 3.83811 -0.167
H -2.22968 -3.59652 4.10844 0.115
H -0.78423 -4.58650 3.86846 0.111
C -0.41239 -2.63409 4.77875 -0.128
H 0.65332 -2.85698 4.72911 0.116
H -0.73998 -2.72472 5.81323 0.117
H -0.04381 -3.16586 2.01520 0.124
H -1.78638 -3.18926 1.75564 0.122
H -1.48359 -0.71239 4.72866 0.162
H 4.51849 0.04127 5.27381 0.078
H 2.93801 -0.06763 6.05981 0.079
H 3.70978 -1.52604 5.41932 0.078

---

No. 3
61
Properties=species:S:1:pos:R:3:lowdin_charge:R:1 method="wB97M-V/def2-TZVPD" de_lowest_kcal_mol=22.6 fmax_ha_per_bohr=0.023 multiplicity=1 charge=0 e_homo_ev=-7.81 e_lumo_ev=0.543
C 5.14948 2.08530 2.10850 -0.062
H 5.21985 2.65043 3.03348 0.077
H 5.98334 1.38751 2.06050 0.078
C 3.81985 1.34014 2.06237 -0.194
N 3.69279 0.57881 0.84938 0.001
C 3.39261 1.06591 -0.38429 -0.640
N 3.30908 0.10231 -1.26116 0.041
N 3.54175 -1.04490 -0.61065 0.072
C 3.77291 -0.76579 0.64390 -0.296
C 4.01722 -1.76324 1.72337 -0.105
O 3.09191 -1.63694 2.78243 -0.059
C 1.75692 -1.83859 2.52345 -0.213
C 1.25464 -2.35371 1.33790 -0.007
C -0.11119 -2.53251 1.18934 -0.097
C -0.97752 -2.19804 2.21135 -0.106
C -0.47065 -1.68584 3.39460 -0.046
C 0.88862 -1.50031 3.57118 -0.201
C 1.44581 -0.93990 4.84361 -0.031
H 0.68213 -0.90373 5.61597 0.077
H 2.27971 -1.54735 5.18977 0.083
H 1.81908 0.07020 4.67559 0.080
H -1.14385 -1.42198 4.19770 0.110
H -2.04241 -2.33453 2.09329 0.099
H -0.48920 -2.93898 0.26290 0.104
H 1.90850 -2.60649 0.51911 0.098
H 4.99502 -1.59476 2.18779 0.137
H 4.00248 -2.76675 1.28281 0.135
S 3.04741 2.74445 -0.69479 0.988
C 1.50442 2.42822 -1.60194 -0.364
H 1.76794 1.87619 -2.50327 0.077
C 0.57624 1.61513 -0.70200 -0.507
O 0.82893 1.43864 0.47575 0.027
N -0.50731 1.08074 -1.29344 -0.046
C -0.99025 1.33025 -2.63084 -0.109
H -0.30508 1.96846 -3.18404 0.114
C -2.38126 1.99355 -2.55916 -0.133
N -3.30611 1.17154 -1.81299 -0.104
C -4.04962 0.19853 -2.47896 -0.229
C -4.70838 0.53103 -3.66815 -0.032
C -5.49777 -0.38791 -4.32811 -0.092
C -5.66830 -1.66516 -3.82032 -0.107
C -5.03861 -2.00254 -2.63653 -0.091
C -4.23813 -1.09032 -1.97359 -0.033
H -3.75666 -1.40149 -1.05988 0.094
H -5.16149 -2.99293 -2.22240 0.103
H -6.28632 -2.38278 -4.33746 0.097
H -5.99277 -0.09951 -5.24407 0.102
H -4.62223 1.52892 -4.07093 0.103
C -2.79562 0.92787 -0.48160 -0.132
H -3.50442 0.32852 0.08744 0.120
C -1.41598 0.25976 -0.51498 -0.109
H -1.00370 0.15015 0.48877 0.112
H -1.48195 -0.72506 -0.98841 0.124
H -2.70086 1.90068 0.01471 0.133
H -2.74574 2.16221 -3.57032 0.109
H -2.29205 2.96073 -2.05150 0.130
H -1.08236 0.37068 -3.15507 0.139
H 1.08082 3.40157 -1.84824 0.087
H 3.73036 0.64986 2.90283 0.116
H 2.98521 2.04783 2.08840 0.115
H 5.22273 2.77591 1.27088 0.058